DFT (ωB97M-V with the def2-TZVPD basis set) results for C28H36BClN9O6PSTl as an isolated structure in a non-equilibrium geometry.

Properties
ΔE to the lowest compared entry with this formula, charge and spin in eV: 5.371
Total charge: -1
HOMO-LUMO gap in eV: 6.96
HOMO level in eV: -4.6
Largest force on an atom in eV/A: 17.2

Each line ends with the Löwdin charge.
Element x y z (Å)
Tl (0.150, -0.597, -0.184)  0.89
C (-1.164, 3.294, 2.460)  -0.07
C (-0.275, 2.423, 1.814)  -0.17
N (-0.812, 1.911, 0.715)  0.02
N (-2.047, 2.444, 0.619)  -0.04
C (-2.279, 3.278, 1.650)  -0.10
B (-2.983, 2.239, -0.590)  -0.52
N (-2.155, 2.421, -1.891)  0.04
C (-1.814, 3.630, -2.375)  -0.07
C (-0.788, 3.467, -3.280)  -0.03
C (-0.559, 2.084, -3.275)  -0.08
N (-1.379, 1.463, -2.435)  -0.03
N (-3.710, 0.879, -0.540)  -0.05
C (-4.973, 0.655, -0.960)  -0.10
C (-5.340, -0.612, -0.564)  -0.07
C (-4.208, -1.087, 0.123)  -0.19
N (-3.234, -0.187, 0.129)  0.04
H (-1.011, 3.849, 3.370)  0.08
H (0.731, 2.160, 2.094)  0.09
H (-3.213, 3.810, 1.722)  0.11
H (-3.817, 3.114, -0.576)  0.11
H (-2.324, 4.517, -2.040)  0.12
H (-0.281, 4.223, -3.853)  0.09
H (0.184, 1.522, -3.820)  0.11
H (-5.519, 1.413, -1.498)  0.11
H (-6.281, -1.110, -0.730)  0.08
H (-4.068, -2.026, 0.638)  0.10
C (-1.232, -0.376, 5.280)  -0.05
C (0.112, -0.273, 6.003)  -0.55
C (0.077, 0.961, 6.916)  -0.05
C (0.312, -1.540, 6.846)  -0.04
C (1.276, -0.136, 5.022)  -0.16
C (2.587, 0.019, 5.513)  -0.04
C (3.677, 0.168, 4.679)  -0.08
C (3.459, 0.162, 3.304)  -0.47
S (4.574, 0.326, 1.985)  1.10
C (3.237, 0.160, 0.850)  -0.51
N (2.088, 0.012, 1.420)  0.00
C (2.170, -0.005, 2.799)  -0.30
C (1.081, -0.157, 3.655)  0.03
C (3.425, 0.183, -0.609)  -0.28
C (4.727, 0.217, -1.118)  -0.09
C (4.938, 0.210, -2.484)  -0.11
C (3.836, 0.171, -3.330)  -0.11
C (2.553, 0.129, -2.797)  -0.15
C (2.276, 0.136, -1.425)  -0.16
H (-2.030, -0.471, 6.020)  0.09
H (-1.270, -1.247, 4.626)  0.07
H (-1.433, 0.514, 4.680)  0.09
H (-0.767, 0.894, 7.607)  0.08
H (-0.037, 1.870, 6.321)  0.09
H (0.991, 1.056, 7.504)  0.07
H (-0.527, -1.672, 7.533)  0.08
H (1.230, -1.490, 7.435)  0.07
H (0.370, -2.418, 6.200)  0.09
H (2.758, 0.020, 6.582)  0.10
H (4.673, 0.279, 5.086)  0.10
H (0.106, -0.308, 3.215)  0.10
H (5.582, 0.231, -0.449)  0.07
H (5.945, 0.229, -2.884)  0.09
H (3.983, 0.162, -4.405)  0.09
H (1.730, 0.087, -3.509)  0.06
O (0.981, -3.486, 1.177)  -0.39
Cl (0.280, -4.040, 2.307)  0.69
O (-0.675, -5.022, 1.693)  -0.35
O (1.157, -4.745, 3.178)  -0.30
O (-0.483, -3.053, 3.000)  -0.32
N (-1.313, -0.278, -2.790)  -0.04
C (-2.446, -1.259, -2.747)  -0.16
P (-1.669, -2.951, -2.773)  0.38
O (-2.360, -3.870, -3.706)  -0.36
O (-0.197, -2.613, -2.885)  -0.40
C (-1.837, -3.525, -1.033)  -0.24
N (-0.653, -4.365, -0.722)  0.08
H (-0.449, -0.880, -2.725)  0.04
H (-1.340, 0.416, -2.035)  -0.14
H (-1.269, 0.221, -3.673)  0.13
H (-3.092, -1.136, -3.612)  0.10
H (-3.031, -1.088, -1.845)  0.04
H (-2.747, -4.093, -0.852)  0.10
H (-1.788, -2.669, -0.357)  0.02
H (-0.595, -4.573, 0.369)  0.03
H (0.174, -3.820, -0.988)  0.10
H (-0.633, -5.213, -1.282)  0.15


DFT (ωB97M-V with the def2-TZVPD basis set) results for C24H41BO19S5Zn as an isolated structure in a non-equilibrium geometry.

Properties
Total charge: 0
HOMO-LUMO gap in eV: 9.59
HOMO level in eV: -9.6
Largest force on an atom in eV/A: 4.5

Each line ends with the Löwdin charge.
Element x y z (Å)
Zn (0.257, -0.937, 0.313)  0.67
O (0.019, 0.809, -0.033)  -0.33
H (-0.754, 1.234, -0.369)  -0.05
O (-3.774, -7.891, -0.168)  0.12
C (-3.953, -6.688, -0.427)  -0.35
O (-3.043, -5.835, -0.803)  0.25
B (-3.548, -4.485, -0.755)  -0.79
O (-4.940, -4.627, -0.355)  0.23
C (-5.273, -5.911, -0.229)  -0.35
O (-6.357, -6.348, 0.089)  0.16
O (-3.224, -3.693, -1.948)  0.29
C (-2.398, -2.751, -1.698)  -0.39
O (-1.982, -1.958, -2.502)  0.12
C (-2.167, -2.745, -0.164)  -0.38
O (-2.749, -3.726, 0.356)  0.28
O (-1.608, -1.838, 0.432)  0.06
C (0.899, 0.480, -4.316)  -0.19
C (-0.081, -0.678, -4.556)  -0.18
C (0.510, -1.938, -3.856)  -0.22
S (1.496, -1.328, -2.600)  0.74
O (2.906, -1.630, -2.608)  -0.29
O (0.762, -1.875, -1.429)  -0.36
C (1.287, 0.425, -2.820)  -0.19
H (0.433, 1.445, -4.543)  0.12
H (1.751, 0.320, -4.958)  0.11
H (-0.090, -0.895, -5.622)  0.11
H (-1.096, -0.468, -4.212)  0.10
H (1.136, -2.530, -4.539)  0.13
H (-0.243, -2.499, -3.327)  0.07
H (2.183, 0.918, -2.520)  0.10
H (0.425, 0.709, -2.205)  0.08
C (-1.803, 0.322, 3.486)  -0.18
C (-0.579, 0.719, 4.361)  -0.18
C (0.678, 0.034, 3.738)  -0.21
S (0.070, -1.567, 3.511)  0.70
O (0.376, -2.522, 4.533)  -0.26
O (0.524, -1.905, 2.146)  -0.36
C (-1.610, -1.179, 3.518)  -0.25
H (-1.761, 0.742, 2.486)  0.08
H (-2.750, 0.663, 3.958)  0.13
H (-0.846, 0.419, 5.378)  0.12
H (-0.575, 1.787, 4.236)  0.09
H (1.604, -0.034, 4.315)  0.13
H (0.782, 0.456, 2.752)  0.06
H (-1.820, -1.601, 4.521)  0.12
H (-2.090, -1.827, 2.801)  0.10
C (2.491, 5.310, 1.282)  -0.16
C (2.841, 4.203, 0.189)  -0.17
C (1.643, 3.219, 0.109)  -0.24
S (0.901, 3.211, 1.737)  0.66
O (1.914, 2.518, 2.550)  -0.32
O (-0.461, 2.896, 2.045)  -0.30
C (1.165, 4.904, 1.971)  -0.26
H (2.332, 6.296, 0.902)  0.10
H (3.301, 5.224, 2.017)  0.11
H (3.722, 3.633, 0.466)  0.09
H (3.044, 4.635, -0.776)  0.10
H (1.865, 2.144, -0.053)  0.08
H (0.932, 3.618, -0.627)  0.11
H (1.181, 5.119, 3.047)  0.12
H (0.322, 5.426, 1.518)  0.11
C (-4.060, 1.193, 0.084)  -0.18
C (-4.437, 0.628, -1.319)  -0.20
C (-3.587, 1.284, -2.362)  -0.22
S (-3.019, 2.874, -1.712)  0.68
O (-3.688, 3.937, -2.398)  -0.32
O (-1.559, 2.824, -1.718)  -0.34
C (-3.759, 2.700, -0.108)  -0.22
H (-3.180, 0.705, 0.550)  0.10
H (-4.932, 0.985, 0.721)  0.12
H (-5.472, 0.840, -1.594)  0.12
H (-4.315, -0.448, -1.251)  0.11
H (-4.124, 1.531, -3.287)  0.11
H (-2.694, 0.752, -2.702)  0.09
H (-4.639, 3.367, -0.166)  0.11
H (-3.090, 3.086, 0.648)  0.09
C (5.666, -1.570, -0.449)  -0.19
C (5.128, -0.148, -0.351)  -0.24
C (4.747, 0.088, 1.096)  -0.23
S (3.800, -1.322, 1.410)  0.68
O (2.604, -1.247, 0.613)  -0.33
O (3.604, -1.590, 2.823)  -0.29
C (4.893, -2.444, 0.556)  -0.19
H (6.733, -1.445, -0.157)  0.13
H (5.605, -2.008, -1.441)  0.11
H (4.221, -0.002, -0.950)  0.09
H (5.835, 0.671, -0.646)  0.14
H (4.154, 0.957, 1.328)  0.10
H (5.660, -0.071, 1.681)  0.13
H (4.243, -3.118, 0.033)  0.10
H (5.485, -2.935, 1.321)  0.11


DFT (ωB97M-V with the def2-TZVPD basis set) results for CH3N2O2S as an isolated structure in a non-equilibrium geometry.

Properties
ΔE to the lowest compared entry with this formula, charge and spin in eV: 3.547
Total charge: -1
HOMO-LUMO gap in eV: 7.59
HOMO level in eV: -3.3
Largest force on an atom in eV/A: 4.8

Each line ends with the natural charge from an NBO analysis.
Element x y z (Å)
C (-0.415, -0.461, -0.271)  -0.50
N (-0.419, 0.570, 2.047)  -0.39
N (0.183, -0.376, 1.532)  -0.14
O (1.762, -0.380, -1.945)  -1.05
O (-0.279, 0.906, -2.488)  -1.05
S (0.760, 0.612, -1.463)  1.46
H (-1.322, 0.004, 0.042)  0.20
H (-0.104, -1.441, -0.589)  0.21
H (-0.167, 0.566, 3.134)  0.27


DFT (ωB97M-V with the def2-TZVPD basis set) results for a 2-piece molecular cluster, C4H14N2O overall in a non-equilibrium geometry.

Properties
ΔE to the lowest compared entry with this formula, charge and spin in eV: 1.718
Total charge: +2
HOMO-LUMO gap in eV: 11.69
HOMO level in eV: -18.5
Largest force on an atom in eV/A: 5.9

Each line ends with the natural charge from an NBO analysis.
Element x y z (Å)
C (-1.081, 0.480, 0.125)  -0.25
C (0.299, 0.028, 0.476)  -0.49
C (0.511, -1.404, 0.605)  -0.16
C (1.312, -2.107, -0.133)  -0.04
N (2.087, -3.309, 0.427)  -0.73
N (-1.152, 1.391, -0.960)  -0.70
H (-1.650, 0.969, 0.912)  0.25
H (-1.794, -0.369, -0.040)  0.24
H (0.472, 0.579, 1.423)  0.28
H (1.143, 0.444, -0.118)  0.25
H (0.268, -1.740, 1.645)  0.24
H (1.570, -1.863, -1.251)  0.25
H (2.749, -3.746, -0.234)  0.46
H (1.417, -4.067, 0.761)  0.48
H (2.882, -3.035, 1.081)  0.47
H (-0.371, 1.260, -1.705)  0.45
H (-1.209, 2.365, -0.666)  0.48
H (-2.061, 1.254, -1.569)  0.46
H (-1.355, 4.700, 0.297)  0.53
H (-2.427, 4.180, -0.762)  0.51
O (-1.611, 3.991, -0.315)  -0.99


- Which formula does entry 3 have?
  CH3N2O2S